DFT (the ωB97M-V functional and the def2-TZVPD basis) results for a cluster of 8 separate species, C12H19Cl14F4O4P in total at a distorted geometry.

## Properties
SMILES string = O=[PH2][C@H]1OC(=O)O[C@@H]1C(F)(F)C(F)F.ClCCl.ClCCl.ClCCl.ClCCl.ClCCl.ClCCl.ClCCl
Gap between HOMO and LUMO = 10.169 eV
Net charge = 0
Total energy = -7953.05156 Eh

Last column: natural (NBO) charge in e.
Geometry (Å):
1 O -5.58 -1.15 -0.19  -1.09
2 P -4.43 -1.22 -1.14  1.42
3 C -2.81 -0.62 -0.38  -0.27
4 O -2.75 0.81 -0.61  -0.52
5 C -3.69 1.27 0.36  0.97
6 O -4.43 2.13 0.23  -0.49
7 O -3.61 0.47 1.51  -0.47
8 C -2.73 -0.59 1.17  0.01
9 C -1.32 -0.50 1.82  0.61
10 F -1.41 -0.72 3.18  -0.32
11 F -0.49 -1.48 1.34  -0.32
12 C -0.61 0.89 1.66  0.50
13 F 0.74 0.80 1.96  -0.34
14 F -1.23 1.83 2.44  -0.32
15 H -4.34 -2.56 -1.64  -0.05
16 H -4.66 -0.39 -2.28  -0.04
17 H -2.02 -1.21 -0.91  0.25
18 H -3.14 -1.54 1.59  0.24
19 H -0.66 1.25 0.59  0.17
20 Cl 1.19 2.44 -0.95  -0.04
21 C 2.59 2.92 0.02  -0.40
22 Cl 3.10 4.57 -0.34  -0.03
23 H 2.33 2.85 1.07  0.23
24 H 3.41 2.25 -0.19  0.23
25 Cl -2.71 -1.31 -3.79  -0.04
26 C -3.23 -2.44 -5.05  -0.40
27 Cl -4.89 -2.11 -5.55  -0.01
28 H -2.58 -2.33 -5.90  0.23
29 H -3.18 -3.45 -4.66  0.23
30 Cl 4.23 3.27 2.72  -0.04
31 C 3.22 4.28 3.76  -0.40
32 Cl 2.57 5.66 2.89  -0.02
33 H 2.40 3.67 4.14  0.22
34 H 3.82 4.64 4.59  0.23
35 Cl 3.29 -0.09 0.34  -0.03
36 C 2.73 -1.20 -0.92  -0.39
37 Cl 1.09 -0.80 -1.42  -0.03
38 H 3.39 -1.12 -1.78  0.23
39 H 2.74 -2.21 -0.53  0.22
40 Cl 5.00 6.27 5.95  -0.02
41 C 6.29 5.62 6.97  -0.40
42 Cl 5.97 3.94 7.41  -0.02
43 H 7.22 5.67 6.42  0.22
44 H 6.35 6.21 7.87  0.22
45 Cl -3.63 -5.57 -2.92  -0.03
46 C -5.36 -5.48 -2.53  -0.39
47 Cl -5.92 -3.81 -2.43  0.01
48 H -5.92 -6.00 -3.30  0.23
49 H -5.52 -5.96 -1.57  0.23
50 Cl 4.47 -2.58 -3.00  -0.03
51 C 3.91 -3.68 -4.27  -0.39
52 Cl 2.26 -3.29 -4.77  -0.02
53 H 4.57 -3.59 -5.12  0.23
54 H 3.93 -4.70 -3.88  0.23